1.
A structure of composition C27H25ClGaN2OPSe at a distorted geometry, computed with ωB97M-V/def2-TZVPD.

Last column: Mulliken charge in e.
Atoms and positions in Å:
Ga: -0.483 0.930 0.954  0.587
Cl: -2.547 1.605 1.105  -0.157
C: 0.944 0.004 0.135  0.707
O: 1.841 -0.652 -0.219  -0.259
P: -0.350 1.530 -1.702  0.823
C: 0.501 3.149 -1.698  0.336
C: 0.321 0.846 -3.257  0.404
C: -2.043 1.970 -2.234  0.246
C: -0.462 0.552 -4.388  -0.062
C: 0.143 0.120 -5.573  -0.753
C: 1.527 -0.036 -5.657  -0.502
C: 2.307 0.263 -4.538  -0.784
C: 1.717 0.714 -3.357  -0.237
H: -1.547 0.668 -4.364  0.357
H: -0.475 -0.115 -6.437  0.428
H: 1.992 -0.393 -6.576  0.418
H: 3.384 0.130 -4.582  0.419
H: 2.351 0.977 -2.509  0.324
C: 0.748 3.783 -0.472  -0.213
C: 1.488 4.959 -0.400  -0.713
C: 1.883 5.604 -1.569  -0.574
C: 1.561 5.030 -2.804  -0.740
C: 0.885 3.805 -2.881  -0.066
H: 0.371 3.372 0.462  -0.260
H: 1.745 5.360 0.582  0.429
H: 2.437 6.543 -1.518  0.420
H: 1.849 5.527 -3.726  0.439
H: 0.662 3.356 -3.856  0.528
C: -2.427 3.268 -2.590  -0.465
C: -3.772 3.545 -2.851  -0.649
C: -4.728 2.529 -2.829  -0.578
C: -4.334 1.215 -2.558  -0.792
C: -3.003 0.941 -2.231  -0.220
H: -1.697 4.078 -2.640  0.343
H: -4.074 4.574 -3.049  0.416
H: -5.780 2.769 -3.007  0.405
H: -5.077 0.417 -2.566  0.446
H: -2.699 -0.062 -1.923  0.446
H: 0.475 1.967 2.027  0.259
H: -0.318 2.273 2.029  0.159
C: 0.077 -1.155 3.546  -1.065
N: -0.038 -2.452 2.887  0.371
C: -0.693 -2.746 1.719  -0.123
Se: -1.408 -1.577 0.521  -0.121
N: -0.630 -4.117 1.602  0.042
C: 0.001 -4.690 2.699  0.412
C: 0.209 -6.022 3.054  -0.892
C: 0.882 -6.226 4.274  -0.460
C: 1.339 -5.156 5.075  -0.704
C: 1.118 -3.829 4.674  -0.682
C: 0.431 -3.626 3.485  1.034
H: -0.757 -0.514 3.246  0.312
H: 1.029 -0.670 3.314  0.329
H: 0.040 -1.264 4.638  0.416
H: -1.047 -4.614 0.825  0.250
H: -0.151 -6.831 2.404  0.397
H: 1.050 -7.249 4.622  0.391
H: 1.860 -5.350 6.017  0.409
H: 1.471 -3.000 5.289  0.367

Output
- HOMO level (hartree) = -0.5184
- strongest force on any atom (eV/A) = 6.1
- charge = +2

---

2.
An isolated molecule of C2HClN2O at a distorted geometry, computed with ωB97M-V/def2-TZVPD.

Last column: Mulliken charge in e.
Atoms and positions in Å:
C: 1.486 -1.118 0.025  0.413
C: -0.176 0.613 0.047  0.290
N: 2.367 -1.838 -0.146  -0.416
N: 0.360 -0.515 0.186  -0.383
O: -1.402 1.048 -0.009  -0.299
Cl: -3.049 0.264 -0.059  0.102
H: 0.415 1.547 -0.044  0.294

Output
- HOMO level (hartree) = -0.3786
- strongest force on any atom (eV/A) = 3.4
- charge = 0
- ΔE to the lowest compared entry with this formula, charge and spin (kJ/mol) = 340.7
- SMILES = N#C/N=C/OCl

---

Question: What is the HOMO level in the first record?
Answer: -0.5184 hartree